{
  "formula": "C4H7N8O3",
  "method": "ωB97M-V with the def2-TZVPD basis set",
  "e_above_lowest_ev": 3.4903,
  "fmax_ha_per_bohr": 0.15240,
  "total_energy_ev": -22306.647,
  "spin_multiplicity": 1,
  "charge": 1,
  "smiles": "NC1(N)NO[NH+]=C1/[N+]([O-])=N/c1cnon1",
  "species": ["H", "N", "O", "O", "N", "O", "H", "H", "H", "N", "H", "N", "C", "C", "H", "C", "N", "N", "N", "H", "C", "N"],
  "positions_angstrom": [[0.765, -1.286, 1.919], [1.135, 3.207, 3.199], [0.377, -2.232, 0.131], [0.838, 3.749, 4.403], [-1.859, 0.133, -0.991], [0.487, 2.244, 0.450], [-2.121, 0.869, -1.688], [-2.409, -0.704, -1.193], [0.033, 1.102, -2.338], [0.302, 0.262, -1.896], [-0.189, 0.870, 4.965], [-0.489, -1.885, -0.853], [-0.507, -0.199, -0.876], [0.283, 1.729, 4.559], [-0.064, -2.221, -1.698], [0.756, 1.943, 3.186], [0.358, 1.130, 1.051], [0.698, 0.928, 2.298], [0.578, -1.195, 1.005], [1.237, 0.327, -1.677], [0.063, -0.113, 0.503], [0.220, 2.865, 5.179]],
  "lowdin_charge": [0.145, 0.168, -0.009, -0.018, 0.138, 0.097, 0.136, 0.110, 0.108, 0.189, 0.113, 0.117, -0.492, -0.037, 0.133, -0.285, -0.170, 0.181, 0.245, 0.086, -0.051, 0.095]
}



{
  "formula": "C4H7NO",
  "method": "ωB97M-V with the def2-TZVPD basis set",
  "e_above_lowest_ev": 1.1382,
  "fmax_ha_per_bohr": 0.02288,
  "total_energy_ev": -7798.506,
  "spin_multiplicity": 1,
  "charge": 0,
  "smiles": "N#CCCCO",
  "species": ["C", "O", "H", "H", "H", "H", "N", "H", "C", "C", "H", "C", "H"],
  "positions_angstrom": [[1.875, 0.295, -1.034], [-1.070, -0.472, 1.872], [0.453, -1.297, 0.854], [-0.690, -0.263, -1.431], [-1.134, -1.814, 0.283], [-1.387, 0.817, -0.219], [2.752, -0.262, -1.542], [1.004, 1.267, 0.612], [-0.541, 0.153, -0.428], [-0.561, -0.947, 0.639], [-2.030, -0.409, 1.784], [0.741, 0.999, -0.418], [0.589, 1.932, -0.973]],
  "lowdin_charge": [-0.232, -0.070, 0.121, 0.117, 0.119, 0.114, 0.138, 0.125, -0.185, -0.271, 0.089, -0.184, 0.118]
}



{
  "formula": "C4H7NO",
  "method": "ωB97M-V with the def2-TZVPD basis set",
  "e_above_lowest_ev": 7.9312,
  "fmax_ha_per_bohr": 0.18731,
  "total_energy_ev": -7791.713,
  "spin_multiplicity": 1,
  "charge": 0,
  "smiles": "C1OC[C@@H]2N[C@@H]12",
  "species": ["H", "C", "H", "O", "C", "H", "N", "H", "H", "C", "H", "H", "C"],
  "positions_angstrom": [[-2.297, -0.620, 0.825], [0.267, 1.146, -0.912], [1.749, -1.030, 0.692], [1.280, 0.015, -0.943], [-0.818, 0.380, -0.399], [0.488, 1.611, 0.148], [-1.478, 0.109, 0.865], [0.464, -2.038, -0.136], [-0.992, -0.304, -0.987], [-0.127, -0.330, 1.007], [0.393, 0.351, 1.453], [0.182, 1.684, -1.789], [0.888, -0.975, 0.175]],
  "lowdin_charge": [0.161, -0.103, 0.070, -0.162, -0.195, 0.159, 0.053, 0.158, 0.044, -0.199, 0.052, 0.100, -0.139]
}



{
  "formula": "C4H7NO",
  "method": "ωB97M-V with the def2-TZVPD basis set",
  "e_above_lowest_ev": 0.7093,
  "fmax_ha_per_bohr": 0.01007,
  "total_energy_ev": -7798.935,
  "spin_multiplicity": 1,
  "charge": 0,
  "smiles": "C[C@H]1CC(=O)N1",
  "species": ["H", "H", "N", "C", "H", "H", "C", "H", "H", "O", "C", "C", "H"],
  "positions_angstrom": [[2.254, 0.712, 0.095], [1.615, -0.915, 0.406], [-0.474, 0.792, 0.916], [-0.965, -0.580, -0.568], [0.097, 1.315, -1.081], [-0.193, 1.404, 1.675], [-1.415, -0.204, 0.854], [1.929, -0.378, -1.263], [-0.628, -1.614, -0.676], [-2.241, -0.605, 1.635], [0.152, 0.479, -0.374], [1.570, -0.058, -0.278], [-1.702, -0.346, -1.341]],
  "lowdin_charge": [0.074, 0.084, 0.108, -0.028, 0.134, 0.148, -0.487, 0.080, 0.116, 0.068, -0.349, -0.064, 0.115]
}



{
  "formula": "C4H7NO",
  "method": "ωB97M-V with the def2-TZVPD basis set",
  "e_above_lowest_ev": 2.3059,
  "fmax_ha_per_bohr": 0.01650,
  "total_energy_ev": -7797.338,
  "spin_multiplicity": 1,
  "charge": 0,
  "smiles": "[H]/N=C/CCC=O",
  "species": ["H", "N", "H", "O", "H", "C", "C", "C", "C", "H", "H", "H", "H"],
  "positions_angstrom": [[-1.553, -1.247, -0.079], [0.259, 1.282, 0.907], [-1.789, 1.211, 0.447], [1.783, 0.904, -1.392], [-0.228, 0.583, -1.400], [-0.714, -0.803, 0.473], [-0.841, 0.701, 0.652], [0.805, 0.290, -1.060], [0.644, -0.993, -0.254], [0.257, 2.290, 0.793], [-0.709, -1.249, 1.472], [1.472, -1.172, 0.437], [0.613, -1.797, -0.998]],
  "lowdin_charge": [0.109, 0.096, 0.120, 0.048, 0.123, -0.168, -0.249, -0.366, -0.145, 0.083, 0.113, 0.117, 0.117]
}



{
  "formula": "C4H7NO",
  "method": "ωB97M-V with the def2-TZVPD basis set",
  "e_above_lowest_ev": 1.6832,
  "fmax_ha_per_bohr": 0.01216,
  "total_energy_ev": -7797.961,
  "spin_multiplicity": 1,
  "charge": 0,
  "smiles": "CC(=O)N1CC1",
  "species": ["H", "C", "O", "C", "H", "N", "C", "H", "H", "H", "C", "H", "H"],
  "positions_angstrom": [[-1.403, -0.543, -2.106], [-0.375, -0.180, -2.017], [-0.657, 1.658, -0.559], [0.557, 0.555, 1.610], [-0.245, 1.274, 1.745], [0.612, -0.049, 0.294], [0.171, -0.864, 1.421], [0.836, -1.664, 1.746], [1.517, 0.825, 2.041], [0.315, -1.007, -2.191], [-0.199, 0.539, -0.698], [-0.245, 0.571, -2.801], [-0.883, -1.114, 1.516]],
  "lowdin_charge": [0.084, -0.003, 0.067, -0.121, 0.105, -0.029, -0.099, 0.103, 0.109, 0.076, -0.487, 0.085, 0.111]
}



{
  "formula": "C4H7NO",
  "method": "ωB97M-V with the def2-TZVPD basis set",
  "e_above_lowest_ev": 0.7371,
  "fmax_ha_per_bohr": 0.00707,
  "total_energy_ev": -7798.907,
  "spin_multiplicity": 1,
  "charge": 0,
  "smiles": "[H]/N=C1/CCCO1",
  "species": ["C", "H", "N", "H", "H", "H", "H", "H", "H", "C", "O", "C", "C"],
  "positions_angstrom": [[-0.689, -0.813, -0.875], [1.368, -0.339, -1.364], [-0.759, 1.962, 1.245], [0.789, -0.408, 1.629], [1.204, -1.773, -0.336], [-1.681, 2.297, 0.963], [1.701, 0.805, 0.730], [-0.904, -0.933, -1.939], [-1.214, -1.599, -0.316], [0.803, -0.776, -0.535], [-1.206, 0.454, -0.463], [-0.438, 0.965, 0.542], [0.829, 0.148, 0.686]],
  "lowdin_charge": [-0.173, 0.114, 0.146, 0.123, 0.112, 0.059, 0.120, 0.122, 0.124, -0.156, -0.025, -0.462, -0.105]
}



{
  "formula": "C4H7NO",
  "method": "ωB97M-V with the def2-TZVPD basis set",
  "e_above_lowest_ev": 4.0618,
  "fmax_ha_per_bohr": 0.05389,
  "total_energy_ev": -7795.583,
  "spin_multiplicity": 1,
  "charge": 0,
  "species": ["H", "H", "C", "H", "C", "N", "H", "C", "H", "O", "C", "H", "H"],
  "positions_angstrom": [[0.316, -0.846, -1.149], [2.318, -0.019, 0.231], [-1.610, 0.653, 0.029], [1.060, 0.883, 1.134], [1.499, 0.694, 0.142], [-1.618, -0.484, 0.575], [0.090, -1.699, 0.954], [-0.532, -1.287, 0.157], [-2.365, 1.407, 0.210], [-0.644, 1.031, -0.853], [0.444, 0.163, -0.778], [-0.894, -2.144, -0.465], [1.936, 1.650, -0.187]],
  "lowdin_charge": [0.078, 0.079, -0.219, 0.084, -0.078, 0.031, 0.094, -0.113, 0.132, -0.042, -0.240, 0.111, 0.083]
}



{
  "formula": "C4H7NO",
  "method": "ωB97M-V with the def2-TZVPD basis set",
  "e_above_lowest_ev": 5.2721,
  "fmax_ha_per_bohr": 0.01350,
  "total_energy_ev": -7794.372,
  "spin_multiplicity": 1,
  "charge": 0,
  "species": ["C", "H", "N", "H", "H", "O", "C", "H", "H", "C", "C", "H", "H"],
  "positions_angstrom": [[0.308, -1.144, -0.230], [0.263, -1.721, -1.161], [-1.034, 0.299, 1.287], [-1.996, -1.059, -0.078], [1.381, 0.662, 1.323], [1.794, 0.747, 0.447], [-1.057, -0.560, 0.219], [-1.243, 1.358, -0.944], [-0.686, 1.539, 0.710], [0.838, 0.289, -0.464], [-0.583, 0.862, -0.238], [1.215, 0.484, -1.469], [0.838, -1.718, 0.532]],
  "lowdin_charge": [-0.077, 0.110, 0.063, 0.136, 0.093, -0.024, -0.352, 0.140, 0.147, -0.349, -0.145, 0.146, 0.112]
}



> Number 3 is which compound?

C4H7NO



Repeat the seventh record exactly.
{
  "formula": "C4H7NO",
  "method": "ωB97M-V with the def2-TZVPD basis set",
  "e_above_lowest_ev": 0.7371,
  "fmax_ha_per_bohr": 0.00707,
  "total_energy_ev": -7798.907,
  "spin_multiplicity": 1,
  "charge": 0,
  "smiles": "[H]/N=C1/CCCO1",
  "species": ["C", "H", "N", "H", "H", "H", "H", "H", "H", "C", "O", "C", "C"],
  "positions_angstrom": [[-0.689, -0.813, -0.875], [1.368, -0.339, -1.364], [-0.759, 1.962, 1.245], [0.789, -0.408, 1.629], [1.204, -1.773, -0.336], [-1.681, 2.297, 0.963], [1.701, 0.805, 0.730], [-0.904, -0.933, -1.939], [-1.214, -1.599, -0.316], [0.803, -0.776, -0.535], [-1.206, 0.454, -0.463], [-0.438, 0.965, 0.542], [0.829, 0.148, 0.686]],
  "lowdin_charge": [-0.173, 0.114, 0.146, 0.123, 0.112, 0.059, 0.120, 0.122, 0.124, -0.156, -0.025, -0.462, -0.105]
}